Record 1
{
  "formula": "C4H8O2",
  "method": "the ωB97M-V functional and the def2-TZVPD basis",
  "species": ["O", "C", "C", "C", "C", "H", "H", "H", "H", "H", "H", "O", "H", "H"],
  "coordinates": [[1.1420, 1.5263, -0.0784], [0.2266, 0.8116, 0.2543], [-0.6581, -0.2072, -0.4718], [-0.8278, -0.8836, 0.9081], [-0.3478, 0.4166, 1.6056], [-0.2170, -0.7885, -1.2837], [-1.5727, 0.2917, -0.8167], [-0.0928, -1.6867, 1.0240], [-1.8225, -1.2520, 1.1631], [-1.1882, 1.0756, 1.8520], [0.3414, 0.3643, 2.4521], [1.7094, -0.3694, -2.2475], [1.1715, 0.0556, -2.9256], [1.7145, 0.2880, -1.5319]],
  "forces_ev_per_angstrom": [[-0.5, -0.5, 0.1], [0.2, 0.3, -0.1], [0.0, 0.0, -0.1], [-0.1, -0.2, 0.1], [0.0, 0.1, 0.2], [-0.1, 0.2, 0.2], [0.1, -0.1, 0.1], [-0.2, 0.1, 0.0], [0.1, 0.1, 0.0], [0.1, -0.1, 0.0], [-0.1, 0.0, -0.1], [0.1, 0.2, -0.1], [0.2, -0.1, 0.0], [0.2, 0.0, -0.2]],
  "e_homo_ev": -10.0,
  "total_charge": 0,
  "lumo_energy_ha": 0.030,
  "homo_lumo_gap_ev": 10.8,
  "smiles": "O=C1CCC1.O",
  "relative_energy_kj_mol": 140.78
}


Record 2
{
  "formula": "C3H6O",
  "method": "the ωB97M-V functional and the def2-TZVPD basis",
  "species": ["C", "C", "O", "C", "H", "H", "H", "H", "H", "H"],
  "coordinates": [[-1.9232, -0.0329, 0.0037], [-0.6320, 0.2761, 0.0823], [0.4676, -0.5148, 0.0383], [1.7722, 0.1552, -0.0254], [-2.7793, 0.7149, -0.1029], [-2.3252, -1.0608, -0.2596], [-0.3105, 1.3596, 0.0008], [2.3485, -0.5509, -0.7757], [1.6987, 1.2150, -0.5216], [2.3255, 0.0497, 0.9892]],
  "forces_ev_per_angstrom": [[-1.9, -1.1, -1.2], [0.6, 2.5, -0.8], [0.4, 0.1, 0.2], [0.7, -1.4, -1.3], [1.9, -0.7, 0.4], [1.0, 1.1, 0.8], [-0.8, -1.0, 0.6], [-0.9, 1.7, 1.5], [0.2, -1.9, 1.4], [-1.2, 0.7, -1.7]],
  "e_homo_ev": -8.8,
  "total_charge": 0,
  "lumo_energy_ha": 0.039,
  "homo_lumo_gap_ev": 9.9,
  "smiles": "C=COC",
  "relative_energy_kj_mol": 200.92
}


Record 3
{
  "formula": "C14H22BNO2V",
  "method": "the ωB97M-V functional and the def2-TZVPD basis",
  "species": ["C", "C", "C", "C", "C", "V", "C", "C", "C", "N", "H", "H", "H", "H", "H", "H", "H", "H", "H", "H", "C", "C", "C", "O", "B", "O", "C", "C", "C", "H", "H", "H", "H", "H", "H", "H", "H", "H", "H", "H", "H"],
  "coordinates": [[3.2429, 0.5386, -1.9427], [3.2510, 1.2864, -0.7197], [2.0482, 2.0502, -0.6661], [1.2564, 1.7176, -1.8099], [1.9881, 0.7618, -2.5893], [1.6440, -0.0717, -0.6950], [2.9663, -1.2581, 0.6302], [2.9286, -2.2219, -0.5085], [3.8505, -3.1746, -0.8377], [1.8264, -1.8918, -1.2676], [1.7826, 2.7725, 0.1095], [4.0394, 1.2757, 0.0263], [0.2987, 2.1377, -2.0820], [1.6736, 0.3469, -3.5457], [4.0631, -0.0584, -2.3343], [3.9324, -0.8994, 0.9803], [1.4932, -2.4678, -2.0318], [2.1988, -1.4205, 1.4082], [4.7192, -3.2820, -0.1992], [3.7098, -3.8341, -1.6938], [-1.3467, 0.4316, 2.5146], [-2.0050, -0.2255, 1.2912], [-3.1049, -1.1114, 1.8290], [-1.0194, -0.9992, 0.5955], [-0.4548, -0.0129, -0.2526], [-1.3010, 1.0437, -0.5853], [-2.4832, 0.8039, 0.1931], [-3.5600, 0.2227, -0.7243], [-2.9877, 2.1233, 0.7279], [-2.0912, 1.0099, 3.0762], [-0.4941, 1.0851, 2.2719], [-0.9817, -0.3618, 3.1832], [-2.7032, -1.8162, 2.5668], [-3.8279, -0.4629, 2.3405], [-3.6333, -1.6714, 1.0508], [-4.4949, 0.1097, -0.1625], [-3.7591, 0.9181, -1.5507], [-3.2826, -0.7499, -1.1544], [-2.2372, 2.6251, 1.3481], [-3.2514, 2.7734, -0.1128], [-3.8940, 1.9575, 1.3224]],
  "forces_ev_per_angstrom": [[0.1, 1.3, -0.4], [0.8, 1.2, -0.8], [0.2, 0.6, -0.6], [0.8, 0.6, -0.4], [0.6, 1.3, -0.4], [-0.2, -5.9, 1.8], [-0.9, 1.2, -1.2], [1.1, -1.6, 0.1], [-0.7, 0.9, 0.5], [-1.1, 1.3, 0.6], [0.0, -0.5, -0.2], [-0.2, 0.1, -0.3], [0.1, -0.2, 0.2], [0.1, 0.0, 0.4], [-0.4, -0.2, 0.4], [-0.2, -0.3, 0.1], [0.5, 0.0, 0.0], [0.4, -0.2, -0.2], [-0.1, -0.2, -0.1], [0.1, 0.3, 0.1], [0.1, 0.1, 0.1], [-0.6, 0.3, 0.3], [-0.5, -0.1, 0.0], [0.5, 1.6, -0.7], [-0.3, -0.1, -0.5], [0.4, -1.1, 1.0], [-0.8, -0.2, 0.2], [-0.2, -0.1, -0.1], [0.0, 0.2, 0.3], [0.2, 0.0, -0.1], [-0.3, -0.2, -0.1], [0.0, 0.2, -0.3], [0.0, 0.1, -0.2], [0.0, -0.2, 0.0], [0.2, 0.1, 0.1], [0.1, -0.1, -0.2], [0.2, -0.1, 0.2], [0.0, 0.3, 0.2], [-0.2, 0.0, -0.2], [0.1, -0.1, 0.2], [0.1, 0.1, 0.0]],
  "e_homo_ev": [-7.1, -7.2],
  "multiplicity": 2,
  "total_charge": 0,
  "lumo_energy_ha": [-0.013, 0.000],
  "homo_lumo_gap_ev": [6.7, 7.3],
  "s2": 0.800
}


The energy results, record by record, are as follows: -307.658809, -193.066679, -1720.714484 a.u..